Record 1
C25H48Cl2O2P2Pd as an isolated structure in a non-equilibrium geometry. Source: the OMol25 dataset; level of theory: ωB97M-V with the def2-TZVPD basis set.

```
80
Properties=species:S:1:pos:R:3
Pd 0.98111 -0.63684 0.47605
Cl -1.27018 1.04732 -1.07731
P 3.04309 0.29930 0.21348
C 3.58752 2.01600 -0.18806
C 3.78278 -0.22423 1.79339
C 3.51079 -0.52597 -1.34383
C 2.56621 3.06956 0.23736
H 3.62903 2.01505 -1.28807
C 4.98348 2.34026 0.33930
H 5.04613 2.29052 1.43226
H 5.21842 3.37093 0.04574
H 5.76153 1.69408 -0.08005
H 1.59389 2.91520 -0.24348
H 2.93917 4.04951 -0.07775
H 2.42102 3.09741 1.32532
H 2.93299 0.04796 -2.08856
C 3.05854 -1.98141 -1.41394
C 4.99381 -0.36535 -1.67709
H 5.28031 0.67422 -1.87481
H 5.18906 -0.92974 -2.59451
H 5.64082 -0.75877 -0.88630
H 2.04218 -2.13666 -1.01518
H 3.74789 -2.65156 -0.88176
H 3.02772 -2.27035 -2.47204
C 3.27853 0.70188 2.89925
H 4.86520 -0.10076 1.63423
C 3.47812 -1.68509 2.15150
H 3.62182 1.73669 2.80357
H 3.64305 0.32763 3.86227
H 2.17768 0.69115 2.93400
H 2.39306 -1.88837 2.12727
H 3.82911 -1.87405 3.17664
H 3.98754 -2.38968 1.48888
Cl -0.28893 0.20073 2.32021
H 1.69384 0.88443 0.61911
P -3.19725 1.61266 -1.11208
C -3.63337 1.08451 -2.81379
C -4.19106 0.65150 0.11185
C -2.97872 3.37039 -0.60833
C -2.85061 -0.14134 -3.35806
H -3.33406 1.96146 -3.40420
C -5.13011 0.86152 -2.95686
H -5.44897 -0.06048 -2.45827
H -5.35164 0.76299 -4.02592
H -5.72850 1.68950 -2.55627
H -1.78678 0.07649 -3.49522
H -3.25774 -0.42448 -4.33950
H -2.92557 -1.02576 -2.71273
H -2.31920 3.76620 -1.39885
C -2.23267 3.54125 0.73901
C -4.29459 4.15093 -0.63748
H -4.73259 4.16358 -1.64101
H -4.09754 5.19084 -0.34105
H -5.04292 3.73935 0.05945
H -1.53854 2.72119 0.97351
H -2.93853 3.65035 1.56869
H -1.64325 4.46806 0.69281
C -4.06750 -0.86496 -0.04616
H -5.21977 0.92498 -0.17995
C -4.01388 1.05799 1.57584
H -4.36396 -1.22145 -1.03739
H -4.73310 -1.32055 0.70243
H -3.05040 -1.21756 0.15887
H -2.98928 0.89147 1.92490
H -4.66792 0.40525 2.16614
H -4.30499 2.09688 1.76401
O -1.49929 -3.13903 -1.65931
C -1.00644 -2.80795 -0.59374
O -0.85920 -1.59520 -0.13472
C -0.50573 -3.80863 0.41512
C -0.58850 -3.53505 1.79468
C 0.09212 -4.31899 2.71272
C 0.86350 -5.40647 2.27010
C 0.91033 -5.69927 0.90121
C 0.22874 -4.91303 -0.02629
H -1.14996 -2.65009 2.12826
H 0.02008 -4.07969 3.77400
H 1.42137 -6.00178 2.98271
H 1.49570 -6.55429 0.54510
H 0.25597 -5.10428 -1.10138
```

The lowest unoccupied orbital energy (alpha / beta) is 0.46 / -2.83 eV. Its frontier orbital gap (alpha / beta) is 3.8 / 5.8 eV. Its spin multiplicity is 5. For the total energy, the calculation gives -2862.5999 Eh. The expectation value of S² is 6.01.

---

Record 2
C25H48O3P2PtS as an isolated structure in a non-equilibrium geometry. Source: the OMol25 dataset; level of theory: ωB97M-V with the def2-TZVPD basis set.

```
80
Properties=species:S:1:pos:R:3
Pt -1.07900 0.05173 -2.40065
C -2.35770 1.75537 -0.33021
C -2.83381 0.93603 -1.44016
C -2.18123 -0.42168 0.36684
C -1.95611 0.91120 0.71800
C -2.71076 -0.47440 -0.99278
C -2.45899 3.21761 -0.27742
H -2.36964 3.68134 -1.26324
H -1.64668 3.61203 0.34335
H -3.39028 3.60821 0.16596
C -1.42395 1.40474 2.02936
H -0.69915 2.22754 1.91409
H -0.89170 0.60673 2.56136
H -2.20006 1.77936 2.72385
C -1.89623 -1.61293 1.20416
H -2.80379 -1.86589 1.76642
H -1.08755 -1.47672 1.93863
H -1.64605 -2.48085 0.58193
C -3.39113 -1.66493 -1.56128
H -4.36395 -1.95324 -1.10886
H -2.74050 -2.55100 -1.45870
H -3.56600 -1.52917 -2.62648
C -3.72859 1.43248 -2.50956
H -4.67066 1.80827 -2.10007
H -3.94050 0.67922 -3.27386
H -3.25196 2.27731 -3.01528
C 0.87324 0.58074 -2.58222
C 0.04239 1.64319 -3.08016
C -0.25905 1.83408 -4.53883
C -1.14664 0.74316 -5.18829
C -1.49667 -0.46197 -4.33366
C -0.48615 -1.34498 -3.78796
C 0.96127 -1.31419 -4.27259
C 1.75782 -0.19449 -3.54594
H 0.62772 1.96744 -5.16118
H -0.71206 0.54226 -6.17259
H -0.84259 2.75680 -4.56010
H 2.14947 0.46804 -4.33021
H 1.27270 0.74478 -1.56422
H 0.18402 2.57419 -2.48288
H 2.61349 -0.65136 -3.02590
H 1.45955 -2.28855 -4.08448
H -0.82026 -2.33283 -3.40214
H 1.02932 -1.11521 -5.35488
H -2.12616 1.19513 -5.33213
H -2.48217 -0.92843 -4.55202
P 2.10486 2.14086 0.99155
C 2.17432 3.09929 2.58731
H 3.11287 3.67778 2.52188
H 2.14237 2.43242 3.48022
H 1.30045 3.78159 2.60637
C 3.71842 1.24154 0.89798
H 4.50395 1.86133 1.35548
H 3.96968 1.06381 -0.16263
H 3.63682 0.26836 1.42087
C 2.47912 3.50038 -0.20387
H 2.68811 3.10672 -1.20949
H 3.34767 4.06848 0.15549
H 1.60830 4.16822 -0.27052
P 1.42273 -3.62523 -0.11490
C 0.48653 -4.94459 -0.97590
H 1.17156 -5.62584 -1.50995
H -0.09225 -4.34542 -1.70881
H -0.25374 -5.43689 -0.31937
C 2.94229 -3.68963 -1.13500
H 2.60877 -3.51771 -2.17426
H 3.45747 -4.66232 -1.07800
H 3.56876 -2.83014 -0.84984
C 1.74740 -3.94751 1.65188
H 2.24405 -4.89036 1.90189
H 0.78396 -3.91161 2.18098
H 2.31195 -3.07293 2.03827
C 2.35533 -1.81150 5.12412
S 1.84104 -0.75307 3.77564
O 0.41668 -1.09967 3.52831
O 2.04118 0.60030 4.28761
O 2.71374 -1.14575 2.65012
H 1.78785 -1.52788 6.01400
H 3.42474 -1.67957 5.31174
H 2.15237 -2.84927 4.84780
```

The lowest unoccupied orbital energy (alpha / beta) is -6.05 / -8.95 eV. The charge is +2. Its frontier orbital gap (alpha / beta) is 6.7 / 4.5 eV. Its spin multiplicity is 5. For the total energy, the calculation gives -2406.5066 Eh. The expectation value of S² is 6.02.

---

Record 3
C25H48OP2Yb as an isolated structure in a non-equilibrium geometry. Source: the OMol25 dataset; level of theory: ωB97M-V with the def2-TZVPD basis set.

```
77
Properties=species:S:1:pos:R:3
Yb -0.56685 -0.32520 0.31445
C -0.00451 -2.59937 1.45044
C 0.91350 -1.63559 1.95866
C -1.19069 -1.08075 2.72809
C -1.29612 -2.28657 1.97122
C 0.17883 -0.69616 2.74164
C 0.32860 -3.69386 0.49173
H 1.19135 -3.42776 -0.13877
H -0.51458 -3.92115 -0.17924
H 0.59758 -4.62559 1.01682
C -2.51535 -3.12023 1.81576
H -2.36427 -3.95963 1.12852
H -3.38336 -2.56099 1.43637
H -2.85924 -3.59947 2.75286
C -2.29856 -0.30307 3.35854
H -2.33121 -0.43665 4.45489
H -3.27902 -0.57837 2.93541
H -2.14126 0.77975 3.19428
C 0.76105 0.41190 3.54478
H 1.02658 0.07988 4.56216
H 0.07411 1.25596 3.66759
H 1.67680 0.81112 3.09541
C 2.39037 -1.71638 1.87776
H 2.77821 -2.51007 2.53882
H 2.87585 -0.78401 2.18881
H 2.74045 -1.93010 0.86762
C 2.04774 0.80200 -2.05293
C 2.60433 -0.30011 -1.53049
C 4.08222 -0.41256 -1.30489
C 4.71851 0.42269 -0.15496
C 3.84871 1.35645 0.63589
C 3.31349 2.44993 0.08714
C 3.56047 2.82042 -1.34760
C 2.87153 1.98764 -2.46540
H 4.63730 -0.15388 -2.22202
H 5.53694 0.99506 -0.61209
H 4.32219 -1.47168 -1.12719
H 3.66777 1.67950 -3.16495
H 0.97462 0.86431 -2.27354
H 2.02008 -1.20508 -1.32265
H 2.23425 2.66538 -3.05243
H 3.25865 3.86783 -1.48357
H 2.75213 3.17936 0.67731
H 4.63835 2.79111 -1.55718
H 5.19723 -0.27793 0.54285
H 3.77465 1.15896 1.70901
P -1.45024 -1.47913 -2.28422
C -2.78718 -2.72545 -2.09182
H -3.15663 -3.02794 -3.08172
H -3.61962 -2.31099 -1.50612
H -2.40674 -3.61218 -1.56668
C -2.26576 -0.33168 -3.45469
H -2.75546 -0.87381 -4.27384
H -1.52941 0.36512 -3.87301
H -3.01875 0.24937 -2.90615
C -0.28097 -2.39561 -3.37067
H 0.46400 -1.69096 -3.77539
H -0.80391 -2.90176 -4.19874
H 0.25302 -3.14949 -2.76535
P -1.27330 2.57605 0.23519
C -0.51848 3.46701 1.64547
H -0.42125 4.53651 1.42123
H 0.48013 3.04567 1.84790
H -1.12790 3.33892 2.55130
C -0.86153 3.65067 -1.18894
H 0.21124 3.89360 -1.15439
H -1.45325 4.57630 -1.18491
H -1.06005 3.10384 -2.12258
C -3.05742 2.98076 0.48439
H -3.25216 4.05547 0.63502
H -3.42537 2.42383 1.36295
H -3.60813 2.63346 -0.40607
C -4.07481 -0.23743 0.26707
O -2.67529 -0.13439 0.05310
H -4.28490 -0.79350 1.20315
H -4.56693 -0.76816 -0.56624
H -4.52242 0.76887 0.30985
```

The lowest unoccupied orbital energy (alpha / beta) is -2.28 / -2.83 eV. For the energy relative to the best compared isomer or geometry (same formula, charge and spin), the calculation gives 0.0 kJ/mol. The charge is +1. Its frontier orbital gap (alpha / beta) is 8.3 / 7.8 eV. Its spin multiplicity is 2. For the total energy, the calculation gives -2897.8269 Eh. The expectation value of S² is 0.75.